ORCA calculation (ωB97M-V with the def2-TZVPD basis set) on a molecular structure, C33H38BrN5O3Pb.

Calculated values
Relative energy (zero: lowest compared OMol25 entry of this formula, charge and spin) in kcal/mol: 11.0
Kohn-Sham gap (spin up / spin down) in eV: 3.784 / 4.145
Total charge: +2
Energy in eV: -123706.5146

Each line ends with the Löwdin charge.
CARTESIAN COORDINATES (ANGSTROEM)
Pb 0.65471 -0.13047 -1.25892  1.50
C 3.63782 3.54590 2.03103  -0.03
C 3.24765 3.77078 0.56472  -0.35
C 3.42790 2.50008 -0.27374  -0.06
C 1.90997 4.47620 0.37846  -0.08
C 1.90412 5.83799 0.25644  0.02
C 0.72362 6.54130 -0.03970  0.06
C -0.47873 5.87170 -0.29644  0.02
C -0.56134 4.50709 -0.20866  -0.08
C -1.84870 3.82039 -0.59728  -0.34
C -2.50510 2.97862 0.50021  -0.03
C -1.63246 3.01658 -1.88413  -0.04
C 0.62309 3.80923 0.26385  -0.08
N 0.49951 2.50875 0.60817  0.16
C 0.72495 2.01945 1.77445  -0.05
C 0.85070 0.63623 2.12538  -0.22
C 1.00329 0.24792 3.50815  0.03
C 1.18779 -1.08287 3.50000  0.06
C 1.15864 -1.50897 2.09697  -0.16
N 0.93865 -0.45313 1.28633  0.04
C 1.38591 -2.91495 1.63923  -0.52
C 1.58531 -3.84619 2.83809  -0.04
C 0.16338 -3.40723 0.84332  -0.01
C 2.66828 -2.93730 0.78345  -0.01
H 4.68671 3.25360 2.07974  0.10
H 3.06377 2.74514 2.49894  0.06
H 3.51389 4.45251 2.62305  0.09
H 3.96775 4.49501 0.17682  0.14
H 2.99299 1.62061 0.20317  0.04
H 4.49222 2.30070 -0.39554  0.10
H 3.00058 2.61401 -1.27200  0.08
H 2.83227 6.38539 0.36259  0.14
H 0.75716 7.62050 -0.11886  0.14
H -1.35347 6.44105 -0.58072  0.14
H -2.54188 4.63003 -0.83217  0.14
H -1.96621 2.05123 0.68003  0.05
H -3.51393 2.71487 0.18005  0.09
H -2.58793 3.52953 1.43849  0.10
H -0.90135 2.21985 -1.72364  0.00
H -1.27715 3.64886 -2.69760  0.10
H -2.57263 2.55971 -2.19170  0.09
H 0.81960 2.70022 2.62037  0.16
H 0.97496 0.91855 4.35318  0.13
H 1.33899 -1.73947 4.33996  0.13
H 0.70415 -3.87895 3.48110  0.10
H 2.45274 -3.56123 3.43513  0.10
H 1.76173 -4.85717 2.47258  0.10
H -0.71651 -3.46718 1.48690  0.10
H 0.36757 -4.40884 0.46269  0.11
H -0.06818 -2.77412 -0.00736  0.04
H 3.52864 -2.60354 1.36600  0.10
H 2.57838 -2.33136 -0.11358  0.05
H 2.85574 -3.96452 0.46796  0.10
Br 3.72235 -6.83792 -2.26429  0.78
C 2.11104 -6.03569 -2.81633  -0.67
C 1.13891 -6.79240 -3.46389  -0.15
N -0.01697 -6.27530 -3.86381  0.10
C -0.25262 -4.98812 -3.63583  -0.06
C 0.66419 -4.16422 -2.98879  -0.12
C 1.87586 -4.69929 -2.57608  -0.06
C 0.30302 -2.74671 -2.72612  -0.59
O -0.72679 -2.24421 -3.13784  0.04
O 1.17222 -2.08219 -1.98920  -0.34
H 1.30694 -7.84388 -3.66214  0.11
H -1.19951 -4.58485 -3.96940  0.13
H 2.61678 -4.08324 -2.08748  0.10
N -6.56859 -1.27215 0.44409  0.19
C -5.94395 -0.38548 -0.36481  -0.50
O -6.48584 0.52607 -0.94639  0.10
C -4.44412 -0.53167 -0.48783  -0.10
C -3.86742 -0.25120 -1.71902  0.04
C -2.49509 -0.26960 -1.83145  -0.14
N -1.69307 -0.50830 -0.78213  -0.08
C -2.24932 -0.77833 0.40279  -0.13
C -3.61757 -0.81971 0.58913  0.02
H -7.57544 -1.22563 0.48641  0.13
H -6.13093 -2.13658 0.71185  0.11
H -4.49194 -0.00745 -2.56712  0.14
H -2.01865 -0.09738 -2.78671  0.11
H -1.57130 -0.95755 1.22696  0.10
H -4.02171 -1.02914 1.57049  0.13

---

ORCA calculation (ωB97M-V with the def2-TZVPD basis set) on a molecular structure, C33H38CrFN9O3PTe in a non-equilibrium geometry.

Calculated values
Kohn-Sham gap (spin up / spin down) in eV: 6.666 / 6.967
Spin multiplicity: 2
Total charge: +2
Energy in eV: -102096.2220

Each line ends with the Löwdin charge.
CARTESIAN COORDINATES (ANGSTROEM)
Cr 0.48094 -0.14657 -0.04589  0.48
F -2.71852 -6.10404 0.34353  0.08
C -3.28455 -4.88464 0.37718  -0.18
C -2.48439 -3.79386 0.19902  0.10
C -3.03493 -2.50912 0.15852  -0.04
C -2.17490 -1.35356 -0.01402  -0.25
O -0.92519 -1.53115 -0.15980  -0.13
C -2.81287 -0.09004 0.03287  -0.01
C -4.17502 -0.02750 0.17578  0.07
N -4.97800 -1.09234 0.28136  0.03
C -6.40737 -0.90094 0.43683  -0.25
C -7.10334 0.13035 -0.38902  -0.07
C -7.31608 -1.32288 -0.68282  -0.09
C -4.42624 -2.36326 0.30784  -0.10
C -5.21804 -3.49549 0.52344  0.08
C -4.67374 -4.76953 0.56901  -0.13
N -5.51153 -5.87091 0.82948  -0.09
C -6.61682 -6.12872 -0.07983  -0.13
C -7.74485 -6.85082 0.64393  -0.08
N -7.20904 -8.11227 1.24764  0.07
C -6.07712 -7.80427 2.18072  -0.08
C -4.97658 -7.09780 1.40071  -0.14
C -2.11644 1.25473 -0.10756  -0.57
O -2.79886 2.25488 -0.13515  0.11
O -0.82205 1.25021 -0.19284  -0.17
H -1.41695 -3.91792 0.07573  0.15
H -4.63048 0.95434 0.19885  0.16
H -6.73639 -1.04529 1.45907  0.16
H -6.52662 0.71328 -1.09429  0.12
H -7.90755 0.67627 0.08188  0.12
H -6.85158 -1.72789 -1.57286  0.12
H -8.26813 -1.77052 -0.43152  0.11
H -6.27729 -3.37630 0.69483  0.12
H -6.28878 -6.73768 -0.93834  0.15
H -7.00201 -5.19129 -0.47299  0.13
H -8.55515 -7.09252 -0.04150  0.14
H -8.13595 -6.24023 1.45576  0.14
H -6.86107 -8.71973 0.50130  0.19
H -7.94892 -8.62277 1.73145  0.19
H -5.70964 -8.72626 2.62703  0.15
H -6.46475 -7.15609 2.96443  0.15
H -4.57892 -7.77636 0.63214  0.14
H -4.17108 -6.86715 2.09162  0.15
C 3.43016 -1.36973 -0.94331  -0.35
Te 2.99433 0.71812 -0.53437  1.47
C 4.52768 0.35782 0.95611  -0.33
C 5.46045 -0.58439 0.24354  -0.31
C 6.82753 -0.58592 0.47222  -0.02
C 7.63840 -1.50338 -0.18249  -0.06
C 7.08387 -2.41664 -1.06450  -0.06
C 5.71779 -2.40586 -1.31734  -0.03
C 4.90798 -1.48398 -0.67413  -0.30
H 3.16591 -1.64380 -1.96358  0.05
H 2.84276 -1.97182 -0.24355  0.07
H 4.05561 -0.11112 1.82001  0.07
H 4.99951 1.28768 1.26131  0.07
H 7.25982 0.13226 1.15836  0.12
H 8.70711 -1.49231 -0.01787  0.11
H 7.71842 -3.12602 -1.57869  0.11
H 5.28808 -3.10423 -2.02548  0.12
N 0.79309 -0.35690 1.75972  -0.02
C 0.81875 -0.18499 2.94354  -0.27
N 0.77405 -0.11486 4.15571  0.14
C 1.19972 0.46992 5.24297  -0.33
N 1.54310 0.93856 6.24021  0.15
C -1.30249 -0.72426 -5.05154  -0.17
N -1.27939 0.65835 -4.58516  -0.14
C -0.18388 1.36618 -5.24510  -0.16
N 1.10558 0.71757 -5.02516  -0.15
C 1.03452 -0.66380 -5.48690  -0.17
N -0.03600 -1.42093 -4.83769  -0.15
C 0.23342 -1.64571 -3.43112  -0.29
P 0.36572 -0.03952 -2.47888  0.97
C -1.19658 0.74861 -3.14281  -0.27
C 1.55269 0.82528 -3.65331  -0.33
H -1.51541 -0.72499 -6.12113  0.13
H -2.09974 -1.26378 -4.53479  0.13
H -0.14423 2.39402 -4.88254  0.14
H -0.38087 1.38096 -6.31749  0.14
H 1.99027 -1.15942 -5.30656  0.13
H 0.84385 -0.65647 -6.56044  0.14
H 1.16276 -2.21185 -3.32764  0.09
H -0.57461 -2.23622 -2.99079  0.09
H -1.22151 1.79291 -2.82704  0.11
H -2.05736 0.24033 -2.70003  0.10
H 2.55204 0.39266 -3.56480  0.07
H 1.61110 1.87880 -3.37019  0.10

---

ORCA calculation (ωB97M-V with the def2-TZVPD basis set) on a molecular structure, C33H38InN6OP2.

Calculated values
Kohn-Sham gap in eV: 7.087
Total charge: +1
Energy in eV: -69573.5031

Each line ends with the Löwdin charge.
CARTESIAN COORDINATES (ANGSTROEM)
In 1.23778 -0.11810 0.21778  0.82
C -1.17236 2.78570 0.55837  -0.20
P -0.76708 1.42187 -0.55767  1.01
C -2.37499 0.52119 -0.67033  -0.40
N -3.37790 1.29741 -0.99573  0.14
C -4.58185 0.73108 -1.23490  -0.19
C -5.69017 1.53732 -1.58480  0.00
C -6.88570 0.94418 -1.86008  -0.05
C -7.02998 -0.46629 -1.80230  -0.05
C -5.97845 -1.26518 -1.46371  0.00
C -4.72820 -0.67524 -1.16274  -0.19
N -3.69055 -1.45094 -0.77074  0.14
C -2.53993 -0.88189 -0.49555  -0.39
P -1.19370 -1.90667 0.25000  1.00
C -1.55277 -3.55089 -0.46909  -0.23
C -1.76922 -2.02208 2.04094  -0.70
C -0.63810 -2.73589 2.79660  -0.10
C -1.90629 -0.59310 2.58079  -0.09
C -3.07660 -2.79142 2.21600  -0.08
C -0.50712 2.06680 -2.29518  -0.69
C -0.83969 0.92757 -3.26426  -0.08
C 0.97723 2.42837 -2.41243  -0.11
C -1.35589 3.31094 -2.56706  -0.07
H -2.17431 3.13102 0.31421  0.06
H -0.44109 3.58330 0.45028  0.03
H -1.13327 2.42746 1.58790  0.05
H -5.55924 2.61206 -1.62786  0.12
H -7.74103 1.55218 -2.12726  0.12
H -7.99301 -0.90872 -2.02576  0.12
H -6.07003 -2.34261 -1.40529  0.12
H -2.60798 -3.60100 -0.72277  0.04
H -1.30249 -4.33402 0.24498  0.05
H -0.94996 -3.69703 -1.36521  0.05
H 0.31091 -2.20222 2.69722  0.07
H -0.49805 -3.75908 2.43838  0.08
H -0.88433 -2.79049 3.86035  0.10
H -0.99345 -0.00956 2.41049  0.05
H -2.07581 -0.62361 3.65937  0.10
H -2.74861 -0.06509 2.12978  0.08
H -2.94360 -3.85621 2.01543  0.08
H -3.86957 -2.41964 1.56897  0.07
H -3.41146 -2.68962 3.25291  0.10
H -0.36752 -0.01389 -2.96181  0.08
H -0.46179 1.17989 -4.25756  0.10
H -1.91474 0.76121 -3.34777  0.08
H 1.60547 1.53572 -2.34640  0.06
H 1.26886 3.14341 -1.63994  0.04
H 1.16248 2.89506 -3.38288  0.11
H -2.41679 3.11941 -2.42461  0.07
H -1.19559 3.61659 -3.60491  0.10
H -1.05609 4.14206 -1.92504  0.09
C 5.14105 2.28156 -0.62559  -0.02
C 6.05519 1.31979 -0.23211  -0.02
C 5.62624 0.01719 -0.04415  0.01
C 4.29309 -0.30193 -0.25303  -0.22
N 3.40024 0.64296 -0.60432  0.06
C 3.82377 1.90249 -0.78410  -0.13
C 3.78447 -1.68751 -0.09398  -0.20
C 4.63939 -2.78169 -0.23446  -0.02
C 4.15765 -4.07232 -0.08451  -0.06
C 2.81868 -4.29140 0.20501  -0.06
C 1.95440 -3.20749 0.31902  -0.13
C 2.43505 -1.91499 0.16957  -0.20
H 5.43030 3.31217 -0.77806  0.12
H 7.09222 1.58135 -0.06574  0.12
H 6.31961 -0.74317 0.28644  0.12
H 3.07861 2.62783 -1.07281  0.07
H 5.68082 -2.63054 -0.49101  0.11
H 4.82794 -4.91327 -0.21099  0.11
H 2.44957 -5.30220 0.33511  0.11
H 0.90725 -3.38057 0.52776  0.03
N 3.42801 0.71097 3.30678  0.20
C 2.68036 1.49285 2.49637  -0.49
O 1.61139 0.96398 2.00824  -0.16
C 3.11189 2.78887 2.21172  -0.20
C 4.30494 3.28930 2.80448  -0.22
N 5.29318 3.67817 3.25766  0.16
C 2.45589 3.56968 1.23083  -0.20
N 1.93681 4.15982 0.38435  0.17
H 3.01193 -0.14005 3.64285  0.12
H 4.15369 1.12681 3.86959  0.11

---

What is the formula in the third record? C33H38InN6OP2